# CH4ClN3

One molecule with the formula CH4ClN3 at a distorted geometry (ωB97M-V with the def2-TZVPD basis set, the Open Molecules 2025 dataset).

Geometry as XYZ:
```
9
Properties=species:S:1:pos:R:3:nbo_charge:R:1
C -0.3641 -0.6447 0.3423 -0.11
N -1.0521 0.1538 -0.7775 -0.50
N 0.3409 1.3449 -0.0388 -0.28
N 0.8872 0.1437 0.5653 -0.29
Cl 2.3506 -0.3074 -0.3220 0.07
H -0.9314 -0.6717 1.2819 0.21
H -0.1682 -1.5953 -0.1348 0.20
H -0.7052 -0.1131 -1.6943 0.34
H -0.3576 1.6898 0.7778 0.35
```

- E_LUMO (spin up / spin down) (eV) = -0.318 / -0.351
- ΔE to the lowest compared entry with this formula, charge and spin (kcal per mole) = 108.9
- Kohn-Sham gap (spin up / spin down) (eV) = 9.1 / 9.0
- energy (Ha) = -664.7525

=====

# CH4N6O

One molecule with the formula CH4N6O at a distorted geometry (ωB97M-V with the def2-TZVPD basis set, the Open Molecules 2025 dataset).

Geometry as XYZ:
```
12
Properties=species:S:1:pos:R:3:nbo_charge:R:1
N -2.4403 0.1364 -0.0314 -0.59
N -1.0916 -0.1606 -0.0507 -0.13
N -0.7061 -1.4731 -0.0298 -0.02
N 0.5696 -1.4490 0.0817 -0.06
N 1.0500 -0.1822 -0.0329 -0.09
N 2.3954 0.0951 0.0491 -0.64
C 0.0198 0.7045 -0.0502 0.66
O 0.1460 1.9118 0.0633 -0.65
H -2.6580 0.4178 0.8926 0.36
H -2.5255 0.9534 -0.5766 0.37
H 2.5012 1.0158 -0.2630 0.40
H 2.9559 -0.6751 -0.1599 0.40
```

- SMILES string = Nn1nnn(N)c1=O
- E_LUMO (eV) = 0.801
- ΔE to the lowest compared entry with this formula, charge and spin (kcal per mole) = 6.5
- Kohn-Sham gap (eV) = 9.8
- energy (Ha) = -444.1766

=====

# CH2INO3

A 2-piece molecular cluster, CH2INO3 overall at a distorted geometry (ωB97M-V with the def2-TZVPD basis set, the Open Molecules 2025 dataset).

Geometry as XYZ:
```
8
Properties=species:S:1:pos:R:3:nbo_charge:R:1
C 0.5018 -0.0121 0.2426 -0.15
N 0.3892 1.9806 -1.8612 0.72
O -0.1121 0.9362 -2.1759 -0.52
O 0.0462 3.0069 -2.3691 -0.42
O 1.2749 2.0218 -0.9784 -0.48
I 2.1577 -1.1823 0.3979 0.41
H 0.3828 0.6762 1.0120 0.20
H 0.0478 0.0359 -0.6775 0.23
```

- E_LUMO (spin up / spin down) (eV) = -3.188 / -3.188
- ΔE to the lowest compared entry with this formula, charge and spin (kcal per mole) = 66.5
- Kohn-Sham gap (spin up / spin down) (eV) = 6.1 / 6.1
- energy (Ha) = -617.2038

=====

# C4H8N2O

A 2-piece molecular cluster, C4H8N2O overall at a distorted geometry (ωB97M-V with the def2-TZVPD basis set, the Open Molecules 2025 dataset).

Geometry as XYZ:
```
15
Properties=species:S:1:pos:R:3:nbo_charge:R:1
C -1.5100 1.0363 0.0468 -0.72
C -0.3900 0.1749 0.6079 0.50
C 0.4872 -0.6301 -0.5038 -0.54
C -0.1042 -1.8602 -0.6977 -0.27
O -0.3706 -0.2073 1.7607 -0.56
H 0.6488 -0.0589 -1.4191 0.22
H -1.6816 1.8731 0.7240 0.24
H -2.4287 0.4511 -0.0128 0.24
H -1.2719 1.4249 -0.9427 0.22
H -0.4408 -2.4425 0.1508 0.20
H -0.2706 -2.2675 -1.6863 0.19
N 2.0957 1.3944 0.7023 -0.23
N 2.6611 0.3889 0.5694 -0.04
H 1.6071 -0.6010 0.0866 0.25
H 0.9684 1.3238 0.6137 0.29
```

- E_LUMO (spin up / spin down) (eV) = -0.754 / -0.140
- ΔE to the lowest compared entry with this formula, charge and spin (kcal per mole) = 134.5
- Kohn-Sham gap (spin up / spin down) (eV) = 7.1 / 8.1
- energy (Ha) = -341.7893

=====

# C8H17I2OP

A 2-piece molecular cluster, C8H17I2OP overall at a distorted geometry (ωB97M-V with the def2-TZVPD basis set, the Open Molecules 2025 dataset).

Geometry as XYZ:
```
29
Properties=species:S:1:pos:R:3:nbo_charge:R:1
C 2.1663 -0.7244 -0.1349 -0.64
C 1.3476 1.6150 -1.0367 -0.62
C 0.9303 -0.4871 -2.3767 -0.60
C -0.3134 0.9956 1.9114 -0.73
C -0.4877 -1.4905 1.6156 -0.76
C -0.3523 -0.0294 -0.4885 -0.57
C 1.1165 0.1078 -0.9496 -0.02
C -0.5321 -0.1703 0.9517 0.31
O -4.0999 0.0005 2.0805 -1.07
P -3.2340 0.0333 0.9096 1.16
I -3.7640 -1.8061 -0.6476 -0.21
I -3.5943 2.0649 -0.4059 -0.19
H 2.3171 -1.7726 -0.4347 0.23
H 2.2781 -0.5286 0.8604 0.21
H 3.0612 -0.2268 -0.4658 0.22
H 0.5488 2.2906 -1.2220 0.22
H 2.1709 1.8459 -1.7144 0.22
H 1.6645 2.0302 -0.0573 0.20
H 0.3413 0.0373 -3.1108 0.23
H 0.5620 -1.4562 -2.3679 0.21
H 2.0102 -0.6990 -2.8135 0.20
H -0.3326 0.7317 2.9578 0.23
H -1.1240 1.6956 1.9715 0.26
H 0.6153 1.5698 1.5870 0.23
H -0.8331 -1.3691 2.6823 0.24
H 0.4497 -2.1511 1.4883 0.26
H -1.3541 -2.2346 1.0626 0.26
H -0.7974 1.0219 -0.8698 0.26
H -0.7611 -0.8945 -0.9827 0.25
```

- E_LUMO (spin up / spin down) (eV) = -1.283 / -1.287
- ΔE to the lowest compared entry with this formula, charge and spin (kcal per mole) = 0.0
- Kohn-Sham gap (spin up / spin down) (eV) = 6.9 / 6.9
- energy (Ha) = -1326.9371

=====

# C40H39F8N2O4S

A 6-piece molecular cluster, C40H39F8N2O4S overall at a distorted geometry (ωB97M-V with the def2-TZVPD basis set, the Open Molecules 2025 dataset).

Geometry as XYZ:
```
94
Properties=species:S:1:pos:R:3:mulliken_charge:R:1
C 2.6634 -0.0087 2.8639 -1.35
C 2.6317 1.2029 1.9325 1.24
O 3.7535 1.2091 1.0505 -0.62
C 2.7993 2.5490 2.6279 -0.85
O 1.5648 3.3112 2.8826 -0.42
N 0.4633 2.5369 3.1078 0.34
C 0.3383 1.9516 4.3232 -0.15
O 1.3065 2.1281 5.2192 -0.49
C -0.7829 1.1610 4.5565 -0.50
C -1.7645 1.0175 3.5755 1.26
C -2.9562 0.1530 3.8804 -1.45
O -3.2978 -0.7599 2.8410 -0.39
C -2.3581 -1.6851 2.4969 0.93
F -1.5401 -1.9625 3.5218 -0.26
F -1.5969 -1.2570 1.4839 -0.23
F -2.9777 -2.7892 2.1195 -0.23
C -1.6471 1.7007 2.3481 0.62
N -2.5878 1.6245 1.3306 -0.53
C -0.4838 2.4658 2.1252 -0.50
S -0.1738 3.3863 0.6983 -0.19
H 3.3969 -0.7333 2.5338 0.38
H 2.8979 0.2762 3.8810 0.29
H 1.6947 -0.5025 2.9052 0.25
H 1.7359 1.1814 1.3115 -0.01
H 3.6898 0.4466 0.4650 0.28
H 3.3643 3.1929 1.9676 0.44
H 3.3574 2.4588 3.5515 0.25
H 1.5659 3.0588 5.2757 0.43
H -0.8738 0.6666 5.5090 0.57
H -2.8149 -0.3693 4.8200 0.56
H -3.8266 0.7924 3.9995 0.52
H -3.4489 1.1767 1.6088 0.26
H -2.8027 2.5367 0.9442 0.31
H -0.6805 2.5652 -0.2304 0.29
F 3.0025 -2.3062 0.0069 -0.25
C 3.2685 -3.4605 0.6772 0.38
C 4.5816 -3.7573 0.9747 -0.28
C 4.8487 -4.9204 1.6826 -0.45
C 3.8135 -5.7597 2.0698 -0.59
C 2.5022 -5.4348 1.7513 -0.38
C 2.2182 -4.2717 1.0499 -0.48
H 5.3729 -3.0924 0.6547 0.45
H 5.8712 -5.1702 1.9293 0.38
H 4.0287 -6.6666 2.6172 0.39
H 1.6939 -6.0894 2.0467 0.38
H 1.2039 -3.9962 0.7933 0.47
F 0.0962 5.1327 -2.3820 -0.34
C 0.7641 4.2280 -3.1384 0.48
C 1.5530 3.2971 -2.4961 -0.95
C 2.2320 2.3567 -3.2575 -0.20
C 2.1178 2.3725 -4.6409 -0.68
C 1.3215 3.3250 -5.2633 -0.27
C 0.6302 4.2637 -4.5096 -0.95
H 1.6310 3.3209 -1.4183 0.80
H 2.8473 1.6149 -2.7685 0.75
H 2.6483 1.6426 -5.2365 0.43
H 1.2334 3.3401 -6.3414 0.43
H 0.0008 5.0118 -4.9725 0.63
F 3.4975 0.4314 -2.1491 -0.27
C 3.9392 -0.3826 -3.1486 0.62
C 4.4676 0.1850 -4.2876 -0.78
C 4.9207 -0.6626 -5.2888 -0.60
C 4.8351 -2.0401 -5.1360 -0.61
C 4.2958 -2.5772 -3.9749 -0.51
C 3.8410 -1.7434 -2.9632 -0.47
H 4.5241 1.2607 -4.3846 0.91
H 5.3448 -0.2428 -6.1903 0.39
H 5.1897 -2.6931 -5.9210 0.39
H 4.2264 -3.6497 -3.8541 0.41
H 3.4227 -2.1113 -2.0376 0.45
F -4.7337 -1.3188 6.8323 -0.29
C -5.2898 -2.4270 6.2782 0.37
C -4.9411 -2.7461 4.9844 0.09
C -5.4965 -3.8766 4.4035 -0.35
C -6.3902 -4.6572 5.1229 -0.66
C -6.7250 -4.3080 6.4250 -0.37
C -6.1712 -3.1829 7.0197 -0.57
H -4.2527 -2.1114 4.4516 0.08
H -5.2301 -4.1447 3.3902 0.40
H -6.8257 -5.5368 4.6701 0.39
H -7.4236 -4.9143 6.9846 0.37
H -6.4132 -2.8958 8.0336 0.44
F -1.2428 3.2258 -8.2346 -0.29
C -2.4092 3.1404 -7.5593 0.33
C -2.3782 3.2155 -6.1825 -0.02
C -3.5763 3.1311 -5.4884 -0.40
C -4.7730 2.9681 -6.1722 -0.56
C -4.7716 2.8928 -7.5586 -0.35
C -3.5824 2.9823 -8.2674 -0.54
H -1.4324 3.3348 -5.6756 0.26
H -3.5725 3.1946 -4.4083 0.37
H -5.7046 2.9009 -5.6277 0.37
H -5.7016 2.7635 -8.0946 0.36
H -3.5583 2.9324 -9.3472 0.43
```

- total charge = +1
- E_LUMO (eV) = -3.935
- Kohn-Sham gap (eV) = 6.7
- energy (Ha) = -3154.9120